Formula: C4H10N2O
Source: the Open Molecules 2025 dataset
Level of theory: ωB97M-V/def2-TZVPD

Geometry as ORCA input:
```
! RIJCOSX wB97M-V def2-TZVPD def2/J DEFGRID3
* xyz 0 1
C -0.137 -0.360 2.561
C 0.444 -0.691 1.192
N -0.125 0.111 0.132
C 0.730 0.508 -0.986
C 0.025 0.567 -2.334
N -1.246 0.113 -2.324
O 0.623 0.972 -3.306
H -1.227 -0.454 2.573
H 0.216 0.596 2.939
H 0.201 -1.129 3.248
H 0.290 -1.751 0.985
H 1.529 -0.569 1.244
H -0.742 0.842 0.451
H 1.590 -0.153 -0.994
H 1.161 1.498 -0.784
H -1.530 -0.275 -1.440
H -1.803 0.175 -3.156
*
```

The value obtained for the HOMO-LUMO gap is 0.3592 hartree. Its SMILES is CCNCC(N)=O. The calculation puts the LUMO energy at 0.0333 Ha. The value obtained for the energy above the lowest of the compared OMol25 structures with the same formula, charge and spin is 81.8 kJ/mol.

Formula: C4H10N2O
Source: the Open Molecules 2025 dataset
Level of theory: ωB97M-V/def2-TZVPD

Geometry as ORCA input:
```
! RIJCOSX wB97M-V def2-TZVPD def2/J DEFGRID3
* xyz 0 1
C 1.213 -1.124 -0.409
N 0.196 -0.371 -0.567
N 0.377 0.895 0.047
C -0.605 1.816 -0.590
C -0.830 1.340 0.774
C -0.461 2.276 1.906
H 1.258 -2.104 -0.825
H 2.076 -0.849 0.244
H -0.244 2.786 -0.643
H -1.109 1.400 -1.475
H -1.587 0.576 0.981
H 0.233 1.726 2.545
H -0.034 3.198 1.391
H -1.263 2.684 2.470
O 0.257 -5.139 -2.054
H 0.669 -4.704 -1.262
H -0.144 -4.406 -2.533
*
```

The value obtained for the HOMO-LUMO gap is 0.3661 hartree. Its SMILES is C=NN1C[C@@H]1C.O. The calculation puts the LUMO energy at 0.0297 Ha. The value obtained for the energy above the lowest of the compared OMol25 structures with the same formula, charge and spin is 389.0 kJ/mol.

Formula: C4H10N2O
Source: the Open Molecules 2025 dataset
Level of theory: ωB97M-V/def2-TZVPD

Geometry as ORCA input:
```
! RIJCOSX wB97M-V def2-TZVPD def2/J DEFGRID3
* xyz 0 1
H 1.038 -0.331 1.751
N 1.973 -0.480 0.997
C 1.630 -0.178 -0.134
C 2.334 -0.063 -1.431
N 0.027 0.344 -0.382
C -0.778 0.514 0.720
C -2.092 -0.253 0.810
O -3.088 0.304 -0.032
H 2.249 0.955 -1.812
H 1.873 -0.729 -2.159
H 3.383 -0.314 -1.295
H -0.381 -0.111 -1.191
H -0.894 1.568 0.989
H -0.076 0.019 1.723
H -2.499 -0.179 1.820
H -1.915 -1.311 0.572
H -2.784 0.245 -0.946
*
```

The value obtained for the HOMO-LUMO gap is 0.3589 hartree. Its SMILES is [H]/N=C(/C)NCCO. The calculation puts the LUMO energy at 0.0273 Ha. The value obtained for the energy above the lowest of the compared OMol25 structures with the same formula, charge and spin is 361.2 kJ/mol.

Formula: C4H10N2O
Source: the Open Molecules 2025 dataset
Level of theory: ωB97M-V/def2-TZVPD

Geometry as ORCA input:
```
! RIJCOSX wB97M-V def2-TZVPD def2/J DEFGRID3
* xyz 0 1
C 0.437 1.341 0.892
C 0.688 -2.018 -1.185
C -0.042 2.059 2.101
N 0.125 0.787 -1.280
C -0.463 -1.298 -0.530
O -0.190 1.550 -0.210
N -1.705 -1.475 -0.777
H -0.637 0.964 -1.939
H -1.867 -2.032 -1.619
H 1.396 0.837 0.871
H -0.217 -0.907 0.487
H 0.427 -2.347 -2.191
H 0.996 -2.872 -0.584
H 1.526 -1.328 -1.276
H -1.056 2.416 1.950
H 0.598 2.923 2.322
H -0.017 1.399 2.969
*
```

The value obtained for the HOMO-LUMO gap (alpha / beta) is 0.3186 / 0.2854 hartree. The calculation puts the LUMO energy (alpha / beta) at 0.0141 / 0.0014 Ha. The value obtained for the energy above the lowest of the compared OMol25 structures with the same formula, charge and spin is 590.9 kJ/mol.

Among the records above, which one has the highest energy above the lowest of the compared OMol25 structures with the same formula, charge and spin? number 4